ORCA calculation (ωB97M-V/def2-TZVPD) on 2 unconnected molecules or ions with the total composition C3H4FIO2.

- energy relative to the best compared isomer or geometry (same formula, charge and spin) (eV) = 4.441
- frontier orbital gap (alpha / beta) (eV) = 9.3 / 6.1
- LUMO level (alpha / beta) (eV) = 0.3 / -0.9
- highest occupied orbital energy (alpha / beta) (eV) = -8.948 / -6.989
- E (eV) = -18083.5021
- 2S+1 = 1
- total charge = 0

Structure (XYZ):
```
11
C3H4FIO2 (ωB97M-V/def2-TZVPD)
C 1.16725 0.58322 -0.55622
C -0.95976 0.43353 0.52669
C -0.41643 -0.39569 -3.71111
O 1.77069 1.57678 -0.43512
O 0.20355 -0.11772 -0.29890
F -1.26061 -0.24277 -2.67308
I 0.61756 -2.24108 -3.69326
H -1.33761 -0.34986 1.26581
H -1.81735 0.49553 -0.18996
H -0.74086 1.29258 1.07870
H -0.96507 -0.31262 -4.79920
```

Per-atom Löwdin charges, elementary charge units: atom 1 (C): -0.418, atom 2 (C): 0.025, atom 3 (C): -0.637, atom 4 (O): 0.134, atom 5 (O): -0.020, atom 6 (F): -0.136, atom 7 (I): 0.730, atom 8 (H): 0.105, atom 9 (H): 0.091, atom 10 (H): 0.058, atom 11 (H): 0.069